{
  "formula": "C31H37BN11O2W",
  "method": "ωB97M-V/def2-TZVPD",
  "homo_energy_ev": [-13.912, -13.914],
  "multiplicity": 2,
  "total_energy_ha": -2047.90031,
  "homo_lumo_gap_ev": [7.439, 7.007],
  "charge": 2,
  "elements": ["W", "C", "C", "C", "C", "N", "N", "B", "N", "C", "C", "C", "C", "N", "N", "C", "C", "C", "C", "N", "N", "C", "C", "C", "C", "N", "H", "H", "H", "H", "H", "H", "H", "H", "H", "H", "H", "H", "H", "H", "H", "H", "H", "H", "H", "H", "O", "C", "N", "C", "O", "C", "C", "C", "C", "N", "C", "H", "H", "H", "H", "H", "H", "H", "H", "C", "C", "C", "C", "C", "C", "C", "C", "N", "H", "H", "H", "H", "H", "H", "H", "H", "H"],
  "positions_angstrom": [[0.56, -0.11, -0.64], [-1.50, -3.50, -0.88], [-1.60, -2.35, -1.82], [-2.01, -2.34, -3.16], [-1.88, -1.04, -3.58], [-1.43, -0.29, -2.55], [-1.26, -1.12, -1.45], [-1.57, 1.27, -2.37], [-1.86, 1.49, -0.85], [-2.96, 2.00, -0.29], [-2.83, 1.92, 1.08], [-1.60, 1.32, 1.31], [-0.99, 0.97, 2.62], [-1.00, 1.08, 0.13], [-0.17, 1.91, -2.65], [0.22, 2.90, -3.44], [1.49, 3.29, -3.09], [1.87, 2.48, -2.03], [3.12, 2.57, -1.23], [0.85, 1.61, -1.78], [-2.63, 1.89, -3.20], [-2.92, 3.23, -3.29], [-4.07, 3.35, -4.01], [-4.46, 2.02, -4.32], [-5.65, 1.57, -5.09], [-3.59, 1.16, -3.82], [-0.92, -4.31, -1.33], [-2.50, -3.90, -0.68], [-1.05, -3.22, 0.07], [-2.38, -3.17, -3.73], [-2.12, -0.58, -4.52], [-3.76, 2.38, -0.90], [-3.54, 2.25, 1.82], [-1.72, 1.07, 3.41], [-0.15, 1.62, 2.84], [-0.63, -0.06, 2.62], [-0.45, 3.28, -4.20], [2.08, 4.09, -3.52], [3.50, 3.58, -1.30], [3.89, 1.90, -1.61], [2.94, 2.34, -0.18], [-2.30, 3.97, -2.83], [-4.58, 4.26, -4.28], [-6.20, 2.42, -5.49], [-6.33, 1.00, -4.45], [-5.36, 0.93, -5.92], [0.78, -4.04, 1.90], [1.19, -5.31, 1.43], [2.62, -5.43, 1.27], [3.34, -4.80, 0.31], [4.55, -4.75, 0.27], [2.56, -4.03, -0.73], [2.55, -4.43, -2.06], [1.92, -3.63, -3.00], [1.34, -2.44, -2.59], [1.37, -2.05, -1.31], [1.96, -2.83, -0.39], [0.89, -4.00, 2.86], [0.71, -5.43, 0.46], [0.86, -6.11, 2.09], [3.17, -5.85, 2.01], [3.03, -5.35, -2.36], [1.88, -3.90, -4.05], [0.85, -1.78, -3.29], [1.97, -2.49, 0.63], [4.11, -0.80, -1.64], [4.33, -0.58, -0.17], [5.60, -0.81, 0.35], [5.88, -0.62, 1.69], [4.88, -0.19, 2.56], [3.60, 0.03, 2.10], [2.52, 0.49, 3.04], [3.33, -0.16, 0.73], [2.03, 0.02, 0.26], [4.93, -0.36, -2.21], [3.18, -0.36, -2.00], [4.10, -1.86, -1.87], [6.38, -1.14, -0.32], [6.88, -0.81, 2.06], [5.11, -0.04, 3.60], [2.90, 0.52, 4.06], [1.67, -0.19, 3.02], [2.17, 1.48, 2.77]]
}

{
  "formula": "C5H13NS",
  "method": "ωB97M-V/def2-TZVPD",
  "smiles": "CCCNCCS",
  "homo_energy_ev": -8.693,
  "total_energy_ha": -651.14355,
  "homo_lumo_gap_ev": 9.658,
  "charge": 0,
  "elements": ["C", "N", "C", "C", "S", "C", "C", "H", "H", "H", "H", "H", "H", "H", "H", "H", "H", "H", "H", "H"],
  "positions_angstrom": [[-1.90, -1.00, -0.10], [-0.60, -0.68, 0.41], [-0.12, 0.71, 0.48], [1.52, 0.89, 0.25], [2.13, 2.45, 0.92], [-1.98, -1.73, -1.47], [-1.27, -3.10, -1.20], [-2.38, -1.33, 0.77], [-2.20, -0.05, -0.45], [0.12, -1.19, -0.04], [-0.22, 1.25, 1.47], [-0.56, 1.36, -0.24], [2.13, -0.01, 0.85], [1.95, 0.78, -0.71], [1.17, 3.27, 0.40], [-1.44, -1.11, -2.32], [-3.06, -1.59, -1.52], [-0.77, -3.42, -2.21], [-0.32, -2.92, -0.64], [-1.82, -4.00, -0.82]]
}